[1]
The following is a DFT calculation (the ωB97M-V functional and the def2-TZVPD basis) of a structure of composition C13H19Br33OP.

**Calculated total energy**: -2336514.914 eV
**Net charge**: +1
**Spin multiplicity**: 1
**Frontier orbital gap**: 8.24 eV
**M**: 2859.10 g/mol
**HOMO level**: -11.415 eV

Geometry as XYZ:
```
67
C13H19Br33OP | the Open Molecules 2025 dataset | the ωB97M-V functional and the def2-TZVPD basis
Br 5.685 5.308 -0.344
Br 7.466 8.731 6.751
Br -4.110 -1.414 7.821
Br -1.459 -5.921 3.470
Br -1.396 3.403 1.046
Br 5.883 9.110 3.970
Br 5.042 -4.645 -3.008
Br -5.409 -5.081 -5.465
Br 0.693 0.607 -1.746
Br -2.296 -1.294 5.161
Br 2.157 4.177 0.039
Br -4.957 0.510 5.379
Br -1.707 -0.254 -5.833
Br -6.592 -3.900 -2.710
Br 5.192 -7.725 -2.072
Br 2.297 -0.987 -4.042
Br 2.294 7.363 0.503
Br -3.424 -8.422 3.986
Br 6.451 5.506 2.780
Br -0.016 1.373 -8.042
Br -4.428 -5.922 2.218
Br 0.190 6.131 -1.603
Br -4.057 5.207 1.264
Br -2.847 0.415 0.130
Br 2.384 2.233 -3.955
Br -5.448 -0.956 -1.187
Br -3.210 3.284 3.707
Br -0.103 -1.847 -8.129
Br 7.336 7.850 0.753
Br 4.839 6.968 6.139
Br -5.150 2.252 -1.175
Br 2.352 -6.207 -2.165
Br -3.815 -2.766 -3.888
P -2.112 -3.853 -0.394
O 1.545 -4.101 0.164
C 0.741 -2.956 -0.318
C 5.738 8.670 5.859
C 2.250 0.596 -2.913
C -2.906 -7.007 2.756
C -4.987 -4.311 -3.729
C 4.267 -6.025 -1.877
C -4.747 0.593 -0.243
C 6.003 6.494 1.165
C -2.583 4.387 2.232
C -0.482 -3.370 -1.336
C -0.150 -0.264 -7.000
C 1.935 5.934 -0.767
C -3.483 -0.310 6.347
H 0.361 -2.399 0.666
H -2.780 -4.872 -1.187
H -0.156 -4.373 -1.894
H 4.405 -5.703 -0.840
H 0.733 -0.305 -6.354
H 1.545 -4.841 -0.513
H -2.990 -2.722 -0.172
H 3.133 0.555 -2.267
H 5.113 9.441 6.320
H -2.525 -7.493 1.852
H 5.063 7.019 1.363
H 1.497 -2.182 -0.822
H -4.438 -5.073 -3.167
H -2.895 0.503 6.784
H -1.694 -4.403 0.885
H 2.682 6.018 -1.562
H -0.663 -2.572 -2.180
H -5.260 0.637 0.724
H -1.995 5.201 2.670
```

=====

[2]
The following is a DFT calculation (the ωB97M-V functional and the def2-TZVPD basis) of a cluster of 4 separate species, C2H12N2O3 in total.

**Calculated total energy**: -11388.907 eV
**Energy relative to the best compared isomer or geometry (same formula, charge and spin)**: 274.15 kJ/mol
**Spin multiplicity**: 1
**Frontier orbital gap**: 9.19 eV
**M**: 112.13 g/mol
**SMILES**: C/N=C\N.O.O.O
**HOMO level**: -8.818 eV

Geometry as XYZ:
```
19
C2H12N2O3 | the Open Molecules 2025 dataset | the ωB97M-V functional and the def2-TZVPD basis
O -0.529 1.723 -3.392
O -3.456 1.726 -1.055
O -2.366 -0.963 -2.204
N 1.501 0.132 1.686
N 0.908 -2.236 2.126
C 2.901 0.028 2.042
C 0.620 -0.890 1.848
H -2.974 1.917 -1.933
H -3.044 2.613 -0.613
H -0.439 2.723 -3.131
H -0.369 -0.706 1.514
H 3.544 -0.885 1.677
H -0.552 1.326 -2.580
H -1.793 -1.518 -2.610
H -2.221 -0.351 -2.961
H 3.487 0.790 1.619
H 0.084 -2.983 2.181
H 2.980 -0.010 3.119
H 1.718 -2.437 2.665
```

=====

[3]
The following is a DFT calculation (the ωB97M-V functional and the def2-TZVPD basis) of a structure of composition C36H41CrI2N6O2.

**Calculated total energy**: -95652.653 eV
**Net charge**: +1
**Energy relative to the best compared isomer or geometry (same formula, charge and spin)**: 88.43 kJ/mol
**Spin multiplicity**: 5
**Frontier orbital gap (spin up / spin down)**: 7.47 / 7.49 eV
**M**: 895.57 g/mol
**HOMO level (spin up / spin down)**: -9.883 / -9.958 eV

Geometry as XYZ:
```
88
C36H41CrI2N6O2 | the Open Molecules 2025 dataset | the ωB97M-V functional and the def2-TZVPD basis
I 1.009 -4.038 2.910
I 2.651 0.275 6.776
Cr 0.092 -0.242 -0.205
O 0.812 -1.507 1.084
O -1.675 -0.480 1.112
N 3.323 -2.205 -1.897
N 4.639 -3.016 -3.690
N 1.326 1.115 1.479
N 1.799 -0.782 -1.241
N 5.973 -3.250 -3.818
N 6.373 -2.795 -4.932
C 5.235 -1.572 -6.828
C -4.511 -0.406 -1.193
C -2.194 -0.177 -2.158
C 4.010 -1.068 -7.203
C 3.031 -0.164 -1.187
C 3.959 -3.372 -2.481
C -1.556 3.403 0.174
C 1.923 0.687 3.806
C 2.929 -1.843 -5.165
C 2.063 -0.275 4.831
C 4.169 -2.353 -4.788
C -2.051 0.259 2.288
C 0.962 -3.068 -1.807
C -1.739 2.139 -0.627
C -2.483 -1.329 -3.092
C -0.686 1.611 -1.415
C 1.486 0.257 2.523
C 1.406 -2.015 3.312
C -2.689 -1.988 2.665
C -3.196 0.324 -1.329
C -2.095 -0.777 3.395
C -0.930 0.462 -2.213
C 5.308 -2.221 -5.595
C -4.142 2.229 0.049
C 2.004 -2.014 -1.672
C 2.876 -1.201 -6.384
C 3.982 -1.029 -1.610
C -2.152 -1.843 1.239
C 1.819 -1.601 4.579
C -2.992 1.529 -0.634
C 0.497 2.495 -1.773
C 2.093 2.899 2.871
C 1.211 -1.128 2.258
C 2.211 2.062 3.946
C 1.642 2.378 1.649
C -0.033 0.179 -3.402
H -0.454 0.681 -4.278
H -2.070 -2.272 -2.725
H 0.979 0.545 -3.263
H -1.087 -0.990 3.753
H -4.225 3.245 -0.341
H 1.949 -2.334 5.363
H 0.028 -0.885 -3.624
H 5.049 -0.932 -1.713
H -4.397 -1.470 -1.386
H 3.146 0.847 -0.837
H -3.550 -1.466 -3.234
H -3.041 0.696 2.132
H 1.180 -3.908 -1.146
H 0.883 -3.442 -2.830
H -2.384 -2.934 3.106
H -5.253 -0.016 -1.894
H -3.779 -1.939 2.675
H -2.059 -1.143 -4.076
H -1.903 4.271 -0.392
H -2.924 -2.012 0.484
H -0.520 3.569 0.454
H 0.529 3.397 -1.174
H 4.711 -3.776 -1.806
H -4.913 -0.301 -0.187
H 3.198 -4.130 -2.664
H 2.535 2.442 4.906
H -1.308 -2.508 1.061
H -4.001 2.313 1.127
H 0.001 -2.648 -1.508
H -5.090 1.733 -0.129
H 2.338 3.949 2.950
H 1.455 1.985 -1.668
H 6.113 -1.475 -7.451
H -2.701 -0.455 4.240
H -1.317 1.050 2.443
H 1.935 -0.786 -6.722
H -2.134 3.367 1.096
H 2.050 -1.946 -4.542
H 0.401 2.808 -2.814
H 3.909 -0.556 -8.151
H 1.545 3.028 0.786
```

=====

[4]
The following is a DFT calculation (the ωB97M-V functional and the def2-TZVPD basis) of a cluster of 4 separate species, C7H10 in total.

**Calculated total energy**: -7410.365 eV
**Energy relative to the best compared isomer or geometry (same formula, charge and spin)**: 1029.49 kJ/mol
**Spin multiplicity**: 1
**Frontier orbital gap**: 8.50 eV
**M**: 94.16 g/mol
**HOMO level**: -8.666 eV

Geometry as XYZ:
```
17
C7H10 | the Open Molecules 2025 dataset | the ωB97M-V functional and the def2-TZVPD basis
C 1.179 1.533 -0.413
C -1.072 -1.017 -0.520
C -2.217 0.888 0.282
C 1.224 0.220 -0.028
C 2.158 -0.539 0.755
C 0.322 -0.751 -0.757
C -2.001 -0.417 0.491
H -1.964 1.535 -0.573
H -2.248 -1.182 1.391
H 0.293 1.909 -1.038
H 1.870 2.314 -0.185
H -1.323 -1.882 -1.138
H -2.478 1.834 1.021
H 1.853 -2.228 1.153
H 3.425 -0.433 -0.213
H 2.218 0.345 1.979
H 0.807 -1.711 -1.248
```

=====

[5]
The following is a DFT calculation (the ωB97M-V functional and the def2-TZVPD basis) of a cluster of 2 separate species, C4H8OS in total.

**Calculated total energy**: -17155.546 eV
**Energy relative to the best compared isomer or geometry (same formula, charge and spin)**: 473.18 kJ/mol
**Spin multiplicity**: 1
**Frontier orbital gap**: 8.98 eV
**M**: 104.17 g/mol
**HOMO level**: -8.939 eV

Geometry as XYZ:
```
14
C4H8OS | the Open Molecules 2025 dataset | the ωB97M-V functional and the def2-TZVPD basis
S -0.640 -2.090 0.453
O 1.983 -0.394 0.441
C 0.880 0.130 1.122
C -0.528 -0.494 1.030
C -0.213 0.858 0.248
C -0.105 0.803 -1.275
H 1.090 0.727 1.955
H -0.929 0.068 -1.714
H 0.913 0.356 -1.663
H -1.540 -2.094 -0.673
H -1.109 -0.313 1.867
H -0.852 1.716 0.633
H 1.239 -1.170 -0.653
H -0.189 1.898 -1.769
```

=====

[6]
The following is a DFT calculation (the ωB97M-V functional and the def2-TZVPD basis) of an isolated molecule of C5H5BrF2.

**Calculated total energy**: -80737.332 eV
**Energy relative to the best compared isomer or geometry (same formula, charge and spin)**: 0.00 kJ/mol
**Spin multiplicity**: 3
**Frontier orbital gap (spin up / spin down)**: 5.65 / 7.45 eV
**M**: 183.00 g/mol
**HOMO level (spin up / spin down)**: -4.933 / -9.675 eV

Geometry as XYZ:
```
13
C5H5BrF2 | the Open Molecules 2025 dataset | the ωB97M-V functional and the def2-TZVPD basis
Br 1.009 -1.959 -0.789
F -1.080 -0.143 -2.445
F -1.253 1.568 -1.090
C -1.121 0.243 -1.175
C 0.017 -0.513 -0.031
C 2.011 0.530 0.972
C -1.501 -0.654 -0.056
C 0.697 0.453 0.812
H -1.903 -1.622 -0.336
H 2.448 1.300 1.580
H 0.044 1.175 1.285
H -2.050 -0.208 0.766
H 2.682 -0.171 0.507
```